# 1
Computed, not measured: C32H23I2N4O3Pd as an isolated structure, with ωB97M-V/def2-TZVPD.

Output
molar mass: 871.79 g mol⁻¹
HOMO (spin up / spin down): -16.1 / -16.1 eV
Kohn-Sham gap (spin up / spin down): 0.13507 / 0.13500 Eh
ΔE to the lowest compared entry with this formula, charge and spin: 70.53 kcal per mole

ORCA input file:
```
! wB97M-V def2-TZVPD RIJCOSX def2/J DEFGRID3
* xyz 3 1
I 1.078 -5.534 0.692
I 0.700 -4.173 6.557
Pd 0.094 -0.316 0.203
O 0.327 -2.494 0.578
O 3.464 2.173 -0.800
O -3.548 2.136 0.111
N -0.010 1.880 -0.151
N 2.262 0.504 0.038
N 0.246 -0.535 2.432
N -2.234 0.342 -0.039
C -3.582 -0.197 -0.165
C 0.789 -4.478 3.552
C 4.658 -2.193 -0.970
C -2.341 1.629 0.045
C 2.316 1.737 -0.352
C 0.166 0.446 3.308
C 3.508 -1.384 -0.949
C -5.346 -3.227 1.248
C 0.398 -1.805 2.841
C -3.334 -2.838 2.532
C 0.476 -2.803 1.786
C -1.174 2.513 -0.007
C 0.473 -2.146 4.215
C 3.565 -0.098 -0.162
C 0.642 -3.528 4.553
C 3.567 -3.718 -2.457
C 4.698 -3.335 -1.743
C 4.367 1.059 -0.837
C -3.881 -1.399 0.686
C 2.377 -1.769 -1.672
C -0.095 4.638 -0.130
C 2.410 -2.930 -2.424
C -4.476 1.050 0.118
C 0.743 -4.138 2.212
C 0.375 -1.085 5.135
C -1.262 3.903 0.033
C 1.116 3.977 -0.300
C 1.118 2.584 -0.274
C 0.228 0.207 4.682
C -5.042 -2.149 0.442
C -4.480 -3.594 2.274
C -3.031 -1.757 1.734
H -2.221 4.378 0.176
H 5.516 -1.910 -0.378
H -5.699 -1.889 -0.374
H 3.573 -4.634 -3.030
H 5.280 1.329 -0.303
H 3.994 -0.333 0.826
H 0.407 -1.273 6.198
H -4.678 -4.477 2.859
H -2.155 -1.150 1.928
H -3.694 -0.507 -1.218
H -6.242 -3.802 1.070
H -2.699 -3.098 3.364
H 1.476 -1.131 -1.700
H 0.948 -5.512 3.821
H -5.228 1.242 -0.648
H 5.592 -3.938 -1.773
H 0.048 1.448 2.914
H 4.607 0.860 -1.886
H 1.549 -3.225 -3.004
H 2.041 4.516 -0.446
H 0.162 1.034 5.370
H -4.957 1.008 1.103
H -0.126 5.718 -0.122
*
```

Charges obtained by Löwdin population analysis, quoted in units of e: 1.2399 1.2481 1.0370 -0.0199 0.0901 0.0732 0.1074 0.0932 0.0413 0.1124 -0.2291 -0.1662 -0.0233 -0.3043 -0.2887 -0.0564 -0.1961 -0.0405 -0.1446 -0.0818 -0.3384 -0.1440 -0.1725 -0.2347 -0.5315 -0.0566 -0.0496 -0.0104 -0.1816 -0.0756 0.0408 -0.0701 -0.0187 -0.5342 0.0298 0.0787 0.0791 -0.1347 0.0384 -0.0075 -0.0509 -0.0636 0.1457 0.1238 0.1285 0.1154 0.1489 0.1602 0.0964 0.1134 0.0665 0.1696 0.1222 0.0928 0.0829 0.1081 0.1500 0.1201 0.1271 0.1535 0.1141 0.1469 0.1370 0.1511 0.1419

# 2
Computed, not measured: a 5-piece molecular cluster, C22H32F12NO8 overall, with ωB97M-V/def2-TZVPD.

Output
molar mass: 666.47 g mol⁻¹
HOMO: -13.1 eV
Kohn-Sham gap: 0.34289 Eh

ORCA input file:
```
! wB97M-V def2-TZVPD RIJCOSX def2/J DEFGRID3
* xyz 1 1
F 0.844 5.589 -3.335
F -4.978 -5.004 -1.311
F -5.544 2.411 2.619
F 5.375 -1.513 4.089
F -5.212 -6.076 -3.174
F 0.717 7.084 -1.782
F 3.963 -1.913 2.508
F 2.070 7.371 -3.444
F -3.634 1.428 2.386
F 5.439 -0.355 2.257
F -3.742 3.587 2.367
F -5.002 -7.164 -1.313
O -2.412 -5.095 -2.054
O -3.830 1.798 -0.250
O 3.281 4.890 -2.612
O 2.521 0.216 3.380
O 4.304 0.823 4.621
O -2.679 -7.282 -2.555
O 2.931 6.020 -0.690
O -5.506 3.267 0.113
N 0.367 -2.446 -0.833
C 4.634 -0.948 3.148
C -5.769 3.395 -1.304
C -4.536 2.451 0.464
C 1.543 6.470 -2.614
C -0.603 -0.212 -0.570
C -0.310 1.171 -0.010
C 1.679 -1.026 0.437
C -3.079 -6.084 -2.189
C 1.507 -2.469 -1.402
C -4.370 2.467 1.999
C 2.670 5.768 -1.828
C 2.752 1.361 6.425
C -4.610 -6.086 -1.984
C 3.882 3.014 -1.193
C -1.274 -7.454 -2.832
C 3.559 1.890 5.262
C 4.384 4.179 -2.018
C -6.665 2.278 -1.791
C 2.445 -1.490 -0.818
C 0.216 -1.330 0.129
C 3.661 0.098 3.736
C -0.497 -7.705 -1.559
H 4.983 4.863 -1.419
H -7.588 2.251 -1.214
H -0.364 1.173 1.077
H -1.660 -0.440 -0.445
H 2.839 -0.744 -1.504
H 1.889 -0.042 0.834
H -0.342 -1.608 1.019
H -6.254 4.362 -1.408
H -1.077 1.853 -0.371
H 4.317 2.593 5.595
H 3.288 3.365 -0.350
H -0.906 -8.561 -1.024
H 1.985 0.663 6.089
H -0.393 -0.242 -1.641
H 4.722 2.436 -0.807
H -4.824 3.423 -1.844
H -0.540 -6.842 -0.894
H 0.655 1.553 -0.336
H -1.224 -8.313 -3.495
H 1.750 -3.145 -2.211
H -0.424 -3.037 -1.074
H 3.312 -2.086 -0.509
H 3.252 2.362 -1.802
H -6.914 2.436 -2.839
H -6.174 1.310 -1.694
H 4.988 3.841 -2.856
H 1.977 -1.717 1.225
H 3.397 0.843 7.134
H 2.262 2.187 6.939
H -0.904 -6.584 -3.373
H 2.932 2.384 4.523
H 0.547 -7.911 -1.795
*
```

Charges obtained by Löwdin population analysis, quoted in units of e: 0.1658 0.1766 0.1833 0.1928 0.1811 0.1824 0.1479 0.1791 0.1628 0.1700 0.1744 0.1838 0.1344 0.1452 0.0316 0.1479 0.0465 0.0469 0.1745 0.0455 0.1613 -0.5475 -0.1832 -0.4045 -0.5609 -0.1794 -0.0779 -0.1118 -0.4014 0.0244 -0.5585 -0.3990 -0.0532 -0.5640 -0.0671 -0.1870 -0.1766 -0.1905 -0.0558 -0.0842 -0.2408 -0.4040 -0.0575 0.1287 0.0864 0.0905 0.1143 0.1347 0.1071 0.1621 0.1285 0.0718 0.1293 0.0761 0.0885 0.0791 0.1183 0.0809 0.1241 0.0714 0.0681 0.1304 0.1606 0.1838 0.1361 0.0716 0.0855 0.0777 0.1279 0.1087 0.0872 0.0878 0.1208 0.1249 0.0839

no.,maximum force (eV Å⁻¹)
1,3.78
2,1.27